(1)
The following is a DFT calculation (wB97M-V/def2-TZVPD) of C46H95N6NiO11 as an isolated structure in a non-equilibrium geometry.

Summary:
Gap between HOMO and LUMO (spin up / spin down) ... 6.77 / 6.89 eV
Net charge ... -1
2S+1 ... 3
E_HOMO (spin up / spin down) ... -4.878 / -4.999 eV
ΔE to the lowest compared entry with this formula, charge and spin ... 0.00 kJ/mol

```
159
C46H95N6NiO11 | the OMol25 dataset | wB97M-V/def2-TZVPD
Ni 13.8115 -5.9334 9.0948
C 16.3194 -5.2851 9.1816
O 15.5461 -5.4026 8.1387
O 17.1917 -4.4393 9.4001
O 15.5045 -5.5724 10.1953
N 12.7901 -6.1614 12.1638
O 11.7879 -6.5642 12.7393
O 13.5824 -5.3493 12.5997
O 12.9020 -6.5148 10.9325
C 7.9147 -7.6584 15.6059
C 8.4617 -8.3290 14.3314
C 7.8429 -9.6904 14.0969
C 6.3527 -9.5398 13.8893
C 6.1376 -8.6686 12.6257
C 6.9566 -7.3661 12.5036
N 8.2468 -7.5116 13.1518
O 8.9921 -6.3164 13.1241
C 7.0972 -7.0674 11.0152
C 6.0241 -6.2733 13.1407
C 9.9604 -8.5531 14.5557
H 8.4627 -6.7147 15.7003
H 8.1575 -8.1156 16.5687
H 6.8534 -7.4482 15.5232
H 8.2929 -10.2067 13.2430
H 8.0745 -10.3307 14.9552
H 5.9151 -9.0748 14.7708
H 5.8638 -10.4905 13.6695
H 5.0588 -8.5145 12.7658
H 6.1186 -9.3096 11.7407
H 7.8402 -6.2776 10.8934
H 7.5003 -7.9097 10.4446
H 6.1248 -6.8743 10.5643
H 6.4932 -5.2863 13.1595
H 5.2547 -6.0594 12.3909
H 5.5575 -6.5888 14.0680
H 10.4975 -8.9358 13.6866
H 10.0266 -9.2769 15.3694
H 10.5034 -7.6476 14.8289
H 9.8644 -6.5646 12.7761
C 18.2361 -8.2046 12.8895
C 17.6424 -7.1862 13.9413
C 17.5434 -7.8280 15.3124
C 18.8277 -7.8962 16.1304
C 19.4036 -6.4686 16.1977
C 19.5764 -5.8159 14.8072
N 18.3336 -5.9002 14.0462
O 18.5214 -5.3859 12.7449
C 19.9032 -4.3306 14.9905
C 20.8514 -6.4020 14.1311
C 16.2202 -6.9743 13.4133
H 18.1170 -9.2575 13.1216
H 19.3054 -7.9549 12.9074
H 18.0019 -7.9503 11.8570
H 16.8407 -7.2514 15.9279
H 17.0156 -8.7773 15.1848
H 19.5887 -8.5152 15.6506
H 18.5873 -8.1246 17.1685
H 20.2762 -6.3338 16.8371
H 18.6366 -5.8480 16.6819
H 19.1082 -3.8947 15.5975
H 20.8679 -4.1502 15.4789
H 20.0721 -3.7474 14.0845
H 20.8768 -7.4887 14.0529
H 21.1129 -5.8794 13.2075
H 21.7558 -6.1815 14.7109
H 15.5840 -7.8539 13.4080
H 16.2306 -6.5083 12.4215
H 15.6825 -6.1378 13.8775
H 19.1886 -5.9121 12.2808
C 12.2192 -2.6919 15.4862
C 11.3152 -2.0585 14.4255
C 9.9756 -1.5557 15.1036
C 9.7457 -0.0581 15.3093
C 10.4097 0.7296 14.2108
C 11.8779 0.3757 13.9333
N 11.9120 -1.0292 13.5485
O 13.2278 -1.4077 13.1948
C 12.3092 1.2474 12.7717
C 12.6948 0.7130 15.1983
C 10.7971 -3.0887 13.4223
H 11.6162 -3.2044 16.2328
H 12.8794 -1.9182 15.8780
H 12.8867 -3.4683 15.1053
H 9.0898 -2.0720 14.7137
H 9.8633 -2.1306 16.0341
H 10.0920 0.2458 16.3025
H 8.7064 0.2844 15.3304
H 10.1651 1.7783 14.4029
H 9.9138 0.5156 13.2549
H 13.2365 1.8197 12.8659
H 12.5748 0.6594 11.8859
H 11.5727 1.9415 12.3600
H 12.2219 0.3175 16.0976
H 13.6998 0.2846 15.2013
H 12.8130 1.7958 15.2671
H 11.6807 -3.6525 13.0977
H 10.2269 -2.7584 12.5596
H 10.2149 -3.8477 13.9585
H 13.1646 -1.7225 12.2870
C 12.0446 -11.4793 15.5643
C 13.0647 -12.4216 14.8953
C 12.3789 -13.1566 13.7206
C 12.1044 -12.4213 12.4287
C 13.3972 -11.8053 11.9624
C 14.0653 -10.9461 13.0202
N 14.2102 -11.7378 14.2765
O 15.0781 -11.0958 15.1828
C 15.4650 -10.5327 12.5520
C 13.2712 -9.6294 13.2505
C 13.5619 -13.4927 15.8638
H 11.4044 -11.0338 14.8070
H 11.4117 -12.0047 16.2795
H 12.5612 -10.6552 16.0623
H 12.7386 -14.1453 13.4246
H 11.4037 -13.4278 14.1567
H 11.6834 -13.1075 11.6942
H 11.4974 -11.5079 12.4425
H 13.2652 -11.1945 11.0631
H 14.1636 -12.5393 11.6761
H 16.1228 -10.0369 13.2526
H 15.3977 -9.9653 11.6148
H 16.0874 -11.3180 12.0944
H 12.3021 -9.9344 13.6215
H 13.2527 -8.9809 12.3761
H 13.8559 -9.0842 13.9953
H 14.0112 -13.0159 16.7377
H 12.7971 -14.1619 16.2675
H 14.2830 -14.1648 15.3988
H 14.5304 -10.5239 15.7433
C 12.8913 -5.2570 6.1979
C 12.8246 -6.7715 6.1253
C 13.8277 -7.4042 5.1783
C 14.0848 -8.9084 5.2200
C 14.2529 -9.3419 6.6908
C 13.2899 -8.7228 7.7541
N 13.0000 -7.2804 7.5131
O 11.9564 -6.8269 8.3440
C 12.0637 -9.6171 7.7354
C 14.0902 -8.8076 9.0559
C 11.4584 -7.1203 5.5025
H 13.6815 -4.7461 6.7536
H 12.0465 -4.8863 6.7999
H 12.6509 -4.7364 5.2686
H 13.7651 -7.0924 4.1320
H 14.7666 -6.8835 5.4281
H 15.0704 -9.0186 4.7728
H 13.2783 -9.4463 4.7219
H 15.2842 -9.1353 6.9776
H 14.1044 -10.4194 6.7639
H 11.1981 -9.3430 8.3477
H 11.6687 -9.7464 6.7250
H 12.2657 -10.6314 8.0869
H 14.5453 -9.7818 9.2637
H 14.9486 -8.1351 9.1011
H 13.3925 -8.6431 9.8818
H 10.6155 -6.7072 6.0774
H 11.2067 -8.1796 5.6040
H 11.3372 -6.8477 4.4592
H 11.1645 -7.0189 7.8186
```

(2)
The following is a DFT calculation (wB97M-V/def2-TZVPD) of a 11-piece molecular cluster, C46H96BN10O12 overall in a non-equilibrium geometry.

Summary:
Gap between HOMO and LUMO ... 5.18 eV
Net charge ... -1
E_HOMO ... -3.764 eV

```
165
C46H96BN10O12 | the OMol25 dataset | wB97M-V/def2-TZVPD
C 3.7859 -1.9280 -5.1355
C 4.6081 -1.0850 -3.9647
O 4.8688 -1.7946 -2.8314
O 5.0838 0.3011 -4.1086
C 3.9561 1.2233 -4.3965
C 4.3460 2.2820 -5.6208
C 3.6511 1.9142 -7.0592
C 2.1895 2.6083 -7.3250
C 1.5177 3.2700 -5.9843
C -0.0317 3.7766 -6.1574
C -0.5208 4.2656 -4.6344
C -0.8084 2.9358 -3.7099
B -2.4363 2.7886 -3.5242
C -3.1381 1.6149 -4.4405
C -2.3095 0.3302 -5.1161
C -3.2021 -0.7696 -5.9762
C -4.8311 -0.6267 -6.1407
C -5.6775 0.6527 -5.4933
C -4.7930 1.7451 -4.6425
H 3.2541 -1.1434 -5.8216
H 2.9287 -2.6186 -4.6823
H 4.4859 -2.6371 -5.7613
H 2.9270 0.6874 -4.5528
H 3.8346 1.8882 -3.4135
H 5.5216 2.1442 -5.7759
H 4.2158 3.4132 -5.2897
H 4.3842 2.3405 -7.8991
H 3.5508 0.7398 -7.1447
H 2.2690 3.4088 -8.1969
H 1.4088 1.7986 -7.7243
H 2.1567 4.2202 -5.6536
H 1.5709 2.4677 -5.1347
H -0.7299 2.9083 -6.5803
H -0.1459 4.6716 -6.9313
H -1.4389 4.9906 -4.6599
H 0.4109 4.8501 -4.1763
H -0.3650 3.1889 -2.6311
H -0.2579 1.9641 -4.0605
H -2.9941 3.8429 -3.6355
H -2.6176 2.4722 -2.3828
H -1.1545 0.1968 -4.9789
H -2.6219 -1.6723 -6.4710
H -5.4202 -1.4500 -6.7419
H -6.8375 0.7710 -5.6065
H -5.3562 2.6737 -4.1573
C 3.1217 1.2864 -1.2129
O 2.6883 2.4005 -1.4803
N 3.1649 0.7265 0.0463
C 3.6942 -0.6008 0.2803
C 2.6655 1.4889 1.1719
H 3.5258 0.6229 -1.9951
H 2.9089 -1.2218 0.7207
H 4.5373 -0.5278 0.9732
H 4.0343 -1.0593 -0.6521
H 1.6125 1.7309 0.9988
H 3.2326 2.4213 1.2501
H 2.7646 0.9185 2.0994
C 1.3446 -0.0830 4.5110
O 2.2380 0.7550 4.4963
N -0.0011 0.1807 4.3681
C -0.9980 -0.8691 4.3967
C -0.4331 1.5506 4.1834
H 1.5632 -1.1551 4.6454
H -1.5418 -0.8660 3.4478
H -1.6923 -0.6746 5.2191
H -0.5346 -1.8486 4.5420
H 0.0381 1.9541 3.2820
H -0.1116 2.1445 5.0443
H -1.5208 1.6030 4.0853
C 6.8292 -1.5711 4.0613
O 5.7852 -2.0778 3.6688
N 7.0546 -0.2192 4.2111
C 8.3207 0.3020 4.6823
C 5.9924 0.7106 3.8873
H 7.7011 -2.1877 4.3347
H 8.1489 0.8711 5.6003
H 8.7397 0.9593 3.9150
H 9.0275 -0.5064 4.8878
H 5.1234 0.4909 4.5148
H 5.7112 0.5786 2.8381
H 6.3166 1.7413 4.0548
C -7.6087 -1.9411 -8.6925
O -6.9493 -1.8611 -7.6632
N -7.6445 -0.9945 -9.6943
C -8.4520 -1.1640 -10.8842
C -6.8497 0.2080 -9.5537
H -8.2485 -2.8145 -8.8999
H -7.7975 -1.1494 -11.7604
H -9.1676 -0.3391 -10.9459
H -8.9971 -2.1113 -10.8588
H -5.7961 -0.0709 -9.4567
H -7.1591 0.7352 -8.6463
H -6.9795 0.8607 -10.4213
C -6.4165 -0.2919 -1.4260
O -5.7248 -0.2461 -0.4160
N -7.7313 -0.7037 -1.4762
C -8.4828 -0.7289 -2.7137
C -8.3832 -1.1247 -0.2534
H -6.0189 0.0063 -2.4100
H -9.3523 -0.0732 -2.6125
H -8.8148 -1.7534 -2.9045
H -7.8711 -0.3874 -3.5531
H -8.3663 -0.2971 0.4622
H -7.8316 -1.9687 0.1718
H -9.4172 -1.4214 -0.4490
C 3.6876 -2.4516 9.2964
O 3.5960 -3.0733 10.3479
N 4.4039 -2.8545 8.1894
C 4.4625 -2.0603 6.9801
C 5.1210 -4.1120 8.2358
H 3.1811 -1.4828 9.1545
H 4.0612 -2.6494 6.1506
H 5.5058 -1.8024 6.7772
H 3.8790 -1.1415 7.0836
H 4.4098 -4.9205 8.4303
H 5.8471 -4.0778 9.0536
H 5.6391 -4.2965 7.2908
C 0.2420 1.0324 8.7709
O -0.1914 2.1466 8.5035
N 0.2852 0.4726 10.0301
C 0.8145 -0.8547 10.2641
C -0.2142 1.2349 11.1557
H 0.6461 0.3690 7.9887
H 0.0292 -1.4757 10.7044
H 1.6576 -0.7817 10.9570
H 1.1546 -1.3133 9.3317
H -1.2672 1.4770 10.9826
H 0.3529 2.1674 11.2339
H -0.1151 0.6646 12.0832
C 6.1157 1.4947 7.4455
O 6.6234 1.8556 6.3907
N 6.5280 1.8790 8.7038
C 5.8730 1.4067 9.9056
C 7.6519 2.7839 8.8292
H 5.2548 0.8064 7.4642
H 5.4870 2.2674 10.4593
H 6.6037 0.8722 10.5194
H 5.0455 0.7340 9.6649
H 7.4195 3.7152 8.3039
H 8.5304 2.3271 8.3637
H 7.8611 2.9967 9.8811
C 1.2818 -0.9300 -8.5274
O 2.1688 -0.0863 -8.4817
N 1.4492 -2.2464 -8.9013
C 0.3465 -3.1844 -8.9293
C 2.7694 -2.7073 -9.2785
H 0.2404 -0.6854 -8.2608
H 0.5673 -4.0098 -8.2465
H 0.2355 -3.5688 -9.9472
H -0.5868 -2.7045 -8.6228
H 3.4530 -2.5562 -8.4376
H 3.1228 -2.1175 -10.1296
H 2.7463 -3.7666 -9.5487
C -10.4772 -1.6724 4.2368
O -11.4159 -2.4595 4.2409
N -9.1506 -2.0114 4.0755
C -8.0966 -1.0186 4.0824
C -8.7983 -3.4043 3.8931
H -10.6338 -0.5891 4.3676
H -7.5684 -1.0573 3.1254
H -7.4017 -1.2468 4.8955
H -8.5026 -0.0140 4.2282
H -9.3049 -3.7859 3.0016
H -9.1390 -3.9745 4.7626
H -7.7168 -3.5176 3.7791
```